# 1
Computed, not measured: a cluster of 8 separate species, C14H44N4O8 in total in a non-equilibrium geometry, with ωB97M-V/def2-TZVPD.

Multiplicity ... 2
HOMO (spin up / spin down) ... -0.4374 / -0.4374 Ha
Net charge ... +1

CARTESIAN COORDINATES (ANGSTROEM)
C1 5.11 1.21 2.16
H1 0.30 0.45 0.75
H2 -5.82 1.91 1.25
N1 -3.12 -1.47 3.22
H3 -2.03 2.39 0.60
O1 1.96 -3.59 0.11
H4 -2.67 -1.15 -0.26
C2 -1.89 2.99 -4.36
N2 -2.70 0.56 3.76
H5 -1.84 -2.30 -1.35
C3 0.96 -4.61 0.13
C4 1.15 0.06 0.20
O2 -1.09 -0.73 3.10
O3 -2.52 -3.08 0.41
H6 1.28 2.05 -0.54
H7 -0.52 1.09 -1.63
H8 -3.48 2.09 -5.04
H9 0.88 -0.94 -0.14
C5 5.15 -0.32 1.91
O4 -2.98 2.87 -5.30
H10 -5.73 2.43 -0.47
C6 -2.22 -0.56 3.36
H11 1.95 -0.04 0.93
H12 4.61 -0.57 1.00
O5 2.78 0.82 -1.35
H13 6.53 2.39 1.48
H14 0.71 -4.94 1.14
H15 -3.24 1.30 0.86
H16 -1.27 3.84 -4.63
H17 0.45 0.08 -2.60
H18 2.42 -2.07 -2.69
H19 -3.67 0.64 4.01
N3 1.92 -2.17 -3.56
H20 6.21 -0.52 1.78
H21 -1.29 2.08 -4.33
N4 1.59 -4.23 -3.08
H22 1.94 -3.99 -2.17
H23 2.15 -3.22 0.98
C7 5.66 1.64 3.51
O6 5.82 1.86 1.12
H24 1.44 -5.16 -3.45
H25 -4.10 -1.25 3.33
C8 -5.55 2.72 0.56
H26 -2.08 1.36 3.71
H27 -3.13 2.12 -0.67
H28 5.58 0.83 4.23
H29 1.54 -5.41 -0.31
H30 -2.29 3.14 -3.35
C9 -1.99 -2.00 -0.32
C10 1.44 -3.32 -4.04
C11 0.46 1.04 -2.10
H31 0.66 1.80 -2.86
C12 -4.13 3.24 0.78
H32 -3.44 -3.22 0.17
O7 1.00 -3.48 -5.13
H33 -6.14 3.63 0.70
H34 3.41 0.90 -0.64
H35 1.65 -1.32 -4.03
O8 -4.16 3.52 2.15
C13 1.47 1.06 -0.95
H36 0.12 -4.37 -0.54
H37 -1.01 -1.81 0.12
H38 5.13 2.53 3.86
H39 6.74 1.79 3.47
H40 4.64 -0.93 2.66
H41 -3.99 4.11 0.14
C14 -3.09 2.28 0.41
H42 -2.87 -2.45 3.20
H43 4.05 1.48 2.15
H44 -4.83 2.90 2.46

=====

# 2
Computed, not measured: a cluster of 5 separate species, C6H18O6 in total in a non-equilibrium geometry, with ωB97M-V/def2-TZVPD.

SMILES ... C=CCCCC(=O)O.O.O.O.O
HOMO ... -0.3417 Ha
Relative energy (zero: lowest compared OMol25 entry of this formula, charge and spin) ... 47.8 kcal/mol

CARTESIAN COORDINATES (ANGSTROEM)
H1 1.23 -3.54 1.99
H2 -1.28 0.82 2.41
H3 -1.22 -1.40 -1.17
O1 0.47 2.29 2.55
H4 2.68 -0.97 -2.51
H5 -0.22 -2.84 0.52
H6 0.45 3.08 3.10
H7 -3.27 -0.80 -0.20
H8 -2.07 1.96 1.63
C1 -0.29 -0.96 -0.78
C2 1.54 -1.78 0.84
C3 -0.52 0.27 0.10
H9 1.52 -0.84 -3.67
H10 2.73 -2.72 2.38
H11 0.12 0.33 0.98
H12 2.19 -0.99 0.44
O2 -3.03 -1.27 -1.02
C4 -0.10 1.59 -0.60
O3 -2.10 1.07 2.01
O4 1.96 -1.35 -3.01
C5 0.42 -2.16 -0.13
H13 1.09 2.63 -1.70
C6 1.84 -2.67 1.77
O5 -0.42 2.68 -0.15
H14 0.23 -0.63 -1.71
H15 0.88 -2.78 -0.89
H16 -1.51 0.57 0.42
H17 0.44 2.66 1.65
H18 -3.62 -0.84 -1.65
O6 0.88 1.66 -1.53

=====

# 3
Computed, not measured: a structure of composition C53H48N3O5SiTi, with ωB97M-V/def2-TZVPD.

Multiplicity ... 2
HOMO (spin up / spin down) ... -0.2674 / -0.3126 Ha
Relative energy (zero: lowest compared OMol25 entry of this formula, charge and spin) ... 1.1 kcal/mol

CARTESIAN COORDINATES (ANGSTROEM)
C1 3.20 -1.77 5.68
C2 1.26 -0.39 5.48
H1 -4.88 3.54 -1.89
H2 1.71 -2.38 0.41
C3 5.30 2.72 -2.07
C4 1.41 -0.38 4.10
H3 0.07 -3.71 3.26
C5 1.77 -0.13 -4.01
C6 -3.57 2.61 -0.47
H4 1.88 2.01 -3.97
C7 4.53 -2.57 1.29
H5 3.96 -3.48 1.47
H6 -4.05 5.83 -1.41
C8 -1.12 1.32 -2.70
C9 -1.02 3.64 -2.92
H7 -2.28 0.16 -0.27
C10 3.94 -1.32 1.46
C11 -3.92 1.94 4.51
C12 1.60 -2.29 1.49
H8 3.02 -5.26 -1.93
C13 5.85 -2.69 0.88
H9 -0.54 -0.94 -1.98
C14 4.72 3.64 -1.21
H10 -3.94 1.62 -0.70
N1 -0.52 -1.13 1.22
H11 -4.96 1.89 4.83
C15 2.92 -3.12 -2.05
H12 -1.09 -1.72 -3.27
H13 -3.54 0.20 0.96
H14 -3.17 2.30 6.49
C16 -2.57 2.78 0.48
Si1 2.49 -0.37 -2.28
C17 -4.10 3.70 -1.15
H15 -4.40 1.63 2.45
C18 -2.92 2.17 5.45
C19 -2.10 4.07 0.73
H16 -2.19 0.20 -4.01
C20 3.35 -1.76 4.30
C21 3.45 3.39 -0.70
H17 0.41 -1.93 -6.56
H18 -1.31 4.21 1.45
O1 -0.54 1.69 1.10
C22 -2.48 -1.64 2.46
H19 1.57 -2.24 -4.41
C23 6.60 -1.56 0.63
H20 -3.51 -1.42 2.71
C24 2.51 -1.10 1.96
H21 -1.43 4.39 -3.59
C25 -0.48 -2.92 2.77
H22 0.43 0.15 5.92
N2 -1.54 0.18 -3.24
H23 5.44 -5.34 -2.49
H24 -2.31 -3.29 3.83
C26 2.45 -1.07 3.49
H25 4.25 0.78 1.29
C27 5.60 -3.20 -2.66
C28 3.57 -4.34 -2.12
C29 -1.92 1.64 1.27
H26 1.78 2.12 -0.64
C30 6.03 -0.31 0.77
C31 1.36 -1.23 -4.77
C32 3.58 -1.91 -2.28
H27 0.71 0.18 3.48
C33 0.90 1.32 -5.75
C34 -2.46 0.26 0.80
C35 4.71 -0.19 1.19
H28 6.66 -3.23 -2.90
C36 3.37 1.25 -1.85
H29 -1.37 3.81 -1.90
C37 -2.63 5.16 0.05
C38 -1.28 2.09 3.68
H30 -2.26 6.16 0.26
H31 0.73 2.32 -6.13
C39 -1.81 -0.88 1.52
O2 -1.49 2.39 -3.42
H32 2.97 4.11 -0.05
H33 5.51 -1.09 -2.78
C40 0.16 -2.12 1.84
Ti1 0.58 0.40 0.25
C41 -3.64 4.98 -0.89
H34 3.92 -2.30 6.29
H35 -0.82 2.46 5.74
C42 -2.28 1.84 2.75
H36 -0.03 0.35 -7.43
C43 4.92 -4.39 -2.43
C44 4.94 -1.99 -2.59
C45 -3.60 1.78 3.17
H37 4.18 -2.29 3.85
C46 -1.80 -2.68 3.09
H38 6.28 -3.68 0.75
H39 1.95 -3.21 1.95
H40 7.63 -1.65 0.30
C47 2.80 2.21 -1.03
H41 5.24 4.56 -0.96
C48 -1.61 2.25 5.03
N3 -1.39 -1.06 -2.55
H42 -0.26 2.16 3.35
C49 4.63 1.55 -2.39
H43 1.86 -3.10 -1.81
C50 0.71 -1.06 -5.99
C51 0.47 0.22 -6.48
H44 5.10 0.86 -3.08
H45 0.07 3.68 -2.94
O3 -0.47 1.41 -1.66
O4 2.05 0.10 1.44
C52 1.54 1.14 -4.53
H46 6.27 2.91 -2.50
C53 2.15 -1.08 6.27
O5 1.27 -0.68 -1.27
H47 6.60 0.59 0.57
H48 2.04 -1.09 7.35

=====

# 4
Computed, not measured: a structure of composition C9H9BIN2NiO9P2 in a non-equilibrium geometry, with ωB97M-V/def2-TZVPD.

Multiplicity ... 3
HOMO (spin up / spin down) ... -0.0051 / -0.1852 Ha
Net charge ... -1
Relative energy (zero: lowest compared OMol25 entry of this formula, charge and spin) ... 59.6 kcal/mol

CARTESIAN COORDINATES (ANGSTROEM)
O1 2.21 -1.02 1.09
H1 0.01 3.47 4.22
C1 0.69 5.23 3.01
O2 0.15 0.29 0.30
O3 0.95 1.55 2.31
H2 0.22 5.91 3.78
H3 1.72 6.66 1.74
B1 0.87 1.33 0.94
H4 -1.19 -4.16 -2.65
O4 -0.35 -1.92 1.54
H5 -3.96 -1.51 -0.91
O5 2.86 -1.13 -1.30
N1 -2.30 -2.43 -1.98
C2 -3.51 -2.38 -1.40
C3 1.28 3.43 1.08
O6 2.08 -3.40 -2.44
H6 2.88 -1.22 -0.27
C4 1.36 5.63 1.89
C5 -4.11 -3.70 -1.51
P1 0.74 -1.25 0.82
N2 -2.05 -3.79 -2.20
O7 1.35 2.37 0.19
O8 0.75 -1.23 -2.83
Ni1 -1.00 -1.07 -2.16
I1 -6.11 -4.19 -1.07
H7 2.20 5.06 0.02
C6 1.78 4.65 0.89
H8 -3.19 -5.58 -2.11
P2 1.63 -2.01 -1.84
C7 0.54 3.82 3.32
O9 0.69 -2.24 -0.62
H9 3.01 -3.56 -2.14
C8 -3.17 -4.52 -2.05
C9 0.90 2.91 2.36

=====

# 5
Computed, not measured: a cluster of 2 separate species, C24H43FN4OP in total in a non-equilibrium geometry, with ωB97M-V/def2-TZVPD.

HOMO ... -0.4120 Ha
Net charge ... +1

CARTESIAN COORDINATES (ANGSTROEM)
C1 -4.80 -0.92 0.11
H1 1.18 2.76 3.49
H2 -0.23 3.28 -1.38
H3 -4.47 1.40 -1.15
H4 -2.89 0.05 0.52
H5 6.37 -4.87 0.38
N1 2.87 0.96 2.41
H6 -0.90 3.45 2.80
C2 2.99 -0.32 2.04
N2 4.09 -1.03 2.22
C3 1.72 3.86 -3.81
H7 -4.56 -1.05 -0.95
H8 3.58 5.32 -6.20
C4 -0.66 2.73 -0.53
C5 -3.97 0.27 0.63
C6 1.24 2.76 -4.50
H9 -1.35 4.40 0.77
H10 -5.86 -0.66 0.23
H11 -2.39 2.78 -1.84
H12 4.25 -3.66 -0.51
P1 4.31 -2.74 1.82
C7 6.14 -3.07 1.66
C8 -4.37 1.58 -0.07
H13 2.23 -4.25 1.48
H14 4.85 -0.55 2.69
C9 2.36 -4.14 0.40
C10 1.10 2.66 2.40
H15 -4.78 -5.98 1.57
H16 -3.60 3.62 -0.01
H17 7.20 -4.95 1.92
H18 1.23 1.74 -6.39
H19 2.73 3.38 -7.48
N3 1.02 0.30 1.54
H20 -0.94 1.90 1.99
C11 -2.11 2.28 -0.91
C12 6.29 -4.60 1.43
C13 1.60 2.59 -5.83
H21 -6.67 -2.52 0.75
H22 0.38 4.23 0.59
H23 -5.30 1.97 0.34
H24 1.41 -3.76 0.01
C14 3.56 -3.14 0.16
H25 -0.03 1.84 -0.41
C15 1.63 1.30 2.10
H26 -4.14 0.38 1.72
H27 5.45 -5.13 1.91
C16 -0.39 2.85 2.03
N4 1.86 -0.76 1.49
H28 2.91 5.63 -3.83
C17 2.92 4.60 -5.73
H29 -2.90 2.50 1.17
H30 1.75 3.43 1.99
C18 -3.21 2.61 0.13
H31 6.63 -2.82 2.60
H32 2.61 -5.13 0.03
H33 0.06 0.32 1.20
H34 -4.40 -4.55 2.52
H35 -4.04 -2.96 0.21
H36 1.58 -1.66 1.12
H37 -6.06 -2.79 2.39
H38 -5.97 -5.43 2.80
H39 0.59 2.05 -4.00
H40 -3.87 -2.13 1.75
O1 -5.84 -4.34 1.01
H41 6.61 -2.48 0.87
C19 -0.55 3.66 0.70
C20 -5.84 -2.96 1.32
C21 2.55 4.78 -4.40
H42 3.22 -2.23 -0.36
F1 1.36 4.02 -2.51
C22 2.45 3.51 -6.44
C23 -5.23 -5.10 2.05
H43 -2.09 1.20 -1.08
C24 -4.53 -2.24 0.88

=====

# 6
Computed, not measured: a structure of composition C22H20Cl2N3O2RuS in a non-equilibrium geometry, with ωB97M-V/def2-TZVPD.

Multiplicity ... 2
HOMO (spin up / spin down) ... -0.4692 / -0.4693 Ha
Net charge ... +2
Relative energy (zero: lowest compared OMol25 entry of this formula, charge and spin) ... 28.2 kcal/mol

CARTESIAN COORDINATES (ANGSTROEM)
N1 1.83 -4.72 -1.79
Cl1 -6.41 4.64 -0.19
H1 1.96 -4.48 -2.78
S1 3.77 0.44 1.63
N2 -0.46 -1.86 -0.77
C1 -5.59 2.08 -0.15
C2 -1.32 0.17 2.98
Ru1 -0.40 0.59 0.08
C3 -1.08 0.23 4.36
H2 5.94 0.43 -0.58
H3 1.29 0.55 -2.40
H4 -6.63 1.80 -0.02
C4 2.53 0.48 -0.65
H5 3.28 0.51 -3.94
H6 2.30 0.50 4.33
H7 -1.25 -1.93 -1.41
C5 3.84 0.45 -0.13
H8 -3.65 4.81 -0.71
H9 -2.34 0.05 2.64
C6 0.61 -4.07 -1.24
C7 0.23 0.35 4.83
H10 0.48 -4.40 -0.20
H11 -1.90 0.17 5.05
H12 5.55 0.48 -3.01
C8 -2.88 2.81 -0.57
C9 0.72 -2.53 -1.28
Cl2 -4.99 -0.55 0.01
C10 -1.55 3.16 -0.96
H13 0.40 0.39 5.89
C11 2.32 0.49 -2.04
H14 0.90 -2.20 -2.31
H15 1.58 -2.23 -0.67
C12 -5.23 3.42 -0.29
H16 2.67 -4.42 -1.27
N3 1.56 0.48 0.28
C13 2.04 0.45 1.55
H17 -1.38 4.20 -1.25
O1 -0.57 2.38 -1.06
H18 -0.26 -4.41 -1.81
C14 -4.61 1.11 -0.16
C15 -3.90 3.78 -0.54
C16 -0.28 0.23 2.09
C17 1.29 0.41 3.96
H19 -0.74 -2.23 0.14
C18 -3.22 1.44 -0.25
O2 -2.35 0.52 -0.06
H20 1.76 -5.74 -1.71
C19 4.94 0.44 -0.97
C20 1.06 0.36 2.57
C21 4.71 0.46 -2.34
C22 3.42 0.49 -2.87

=====

# 7
Computed, not measured: a cluster of 3 separate species, C9H18F2N4 in total in a non-equilibrium geometry, with ωB97M-V/def2-TZVPD.

Multiplicity ... 3
HOMO (spin up / spin down) ... -0.4498 / -0.5059 Ha
Net charge ... +2

CARTESIAN COORDINATES (ANGSTROEM)
H1 5.77 2.72 -4.27
C1 5.50 0.76 -3.21
H2 2.22 0.24 -3.42
C2 3.60 -1.73 -1.34
H3 5.05 1.38 -5.24
H4 3.08 -0.96 -4.31
N1 -9.12 -0.22 5.73
N2 -9.02 1.47 4.26
C3 3.44 -0.51 -0.88
N3 6.58 0.53 -2.33
H5 -9.64 -0.76 4.99
H6 -8.61 2.36 4.01
N4 3.14 -0.05 -3.75
H7 -6.77 0.97 6.09
H8 -7.94 1.10 7.43
C4 3.00 -3.50 -2.87
F1 4.78 -2.28 -1.48
H9 6.64 0.62 -1.39
C5 2.61 -2.50 -2.03
H10 1.67 -2.17 -1.65
C6 -7.76 1.52 6.38
H11 -9.68 1.14 3.67
H12 3.97 -3.53 -3.20
C7 5.85 1.65 -4.43
H13 4.10 0.03 -0.22
H14 7.27 0.94 -2.83
C8 -8.68 0.96 5.42
C9 4.18 0.46 -3.09
F2 2.15 -0.08 -0.68
H15 2.06 -4.03 -3.40
H16 -8.92 -0.69 6.54
H17 -7.46 2.61 6.37
H18 6.94 1.53 -4.89

=====

# 8
Computed, not measured: the ion C6H9ClN3 with charge +1 in a non-equilibrium geometry, with ωB97M-V/def2-TZVPD.

HOMO (spin up / spin down) ... -0.4526 / -0.4527 Ha
Net charge ... +1
Relative energy (zero: lowest compared OMol25 entry of this formula, charge and spin) ... 98.7 kcal/mol

CARTESIAN COORDINATES (ANGSTROEM)
C1 3.22 -2.01 -0.27
N1 -0.54 1.23 -0.06
H1 0.01 2.05 0.26
H2 1.25 -2.61 -0.30
C2 1.78 -1.65 -0.23
C3 -2.55 2.45 0.37
C4 -0.06 -0.04 -0.12
C5 1.35 -0.38 -0.08
H3 -2.48 2.42 1.51
N2 -1.07 -0.94 -0.09
N3 -1.84 1.39 -0.18
H4 3.48 -2.57 0.64
Cl1 -3.73 -1.06 -0.38
C6 -2.21 -0.57 -0.23
H5 -3.60 2.37 0.04
H6 3.89 -1.16 -0.41
H7 -2.13 3.44 0.15
H8 3.20 -2.69 -1.15
H9 2.03 0.33 0.51